Computed, not measured: C42H41CuNO3P2S as an isolated structure in a non-equilibrium geometry, with ωB97M-V with the def2-TZVPD basis set.

For the HOMO-LUMO gap (spin up / spin down), the calculation gives 5.25 / 2.60 eV. The value obtained for the total energy is -4626.59879 a.u.

```
! wB97M-V def2-TZVPD RIJCOSX def2/J DEFGRID3
* xyz 0 2
Cu 0.72394 -0.62405 -0.90446
C -2.34600 -0.12047 5.05743
C -2.05997 -0.24121 3.75323
C -2.37235 0.79391 2.68820
C -1.12324 1.59077 2.29971
C -0.28266 1.97064 3.49949
C -0.76978 2.39121 4.67688
C -2.20647 2.47121 5.12396
C -2.72745 1.13832 5.77335
C 1.47413 -0.67437 0.86801
H -2.41535 -1.01435 5.69521
H -1.65987 -1.18798 3.33613
H -3.18670 1.42699 3.06994
H -2.78506 0.32906 1.77444
H -0.47216 1.00512 1.62832
H -1.40594 2.50516 1.73093
H 0.80461 2.00544 3.33024
H -0.02745 2.68368 5.43118
H -2.86449 2.76476 4.30456
H -2.29215 3.28965 5.85209
H -2.34005 1.06753 6.80980
H -3.83072 1.23356 5.83153
H 1.17019 -1.62105 1.35395
H 1.32701 0.22633 1.47840
H 2.52591 -0.71297 0.56641
P 0.07579 -2.12710 -4.06038
P 1.83230 0.27490 -4.47356
C -0.70654 -0.61509 -4.67699
C 0.10080 0.43275 -4.96276
C -0.63574 -3.30055 -5.30536
C -1.77883 -3.01311 -6.06445
C -2.28610 -3.94625 -6.97684
C -1.63663 -5.16907 -7.16518
C -0.47554 -5.45205 -6.43339
C 0.02695 -4.52686 -5.51147
C -1.05541 -2.37628 -2.64797
C -0.96498 -1.34892 -1.64548
C -1.65851 -1.50193 -0.43298
C -2.59888 -2.51777 -0.29149
C -2.84916 -3.39012 -1.35729
C -2.02880 -3.37190 -2.49942
C 2.55008 0.93434 -6.07761
C 2.41483 0.10907 -7.21414
C 2.82428 0.55363 -8.47568
C 3.39206 1.82703 -8.62313
C 3.55914 2.64106 -7.49931
C 3.16434 2.18829 -6.23065
C 1.97773 1.75810 -3.42169
C 3.14700 1.88226 -2.64908
C 3.35294 3.03402 -1.88949
C 2.38481 4.04557 -1.88073
C 1.20774 3.90591 -2.61778
C 0.99530 2.75446 -3.37588
H -1.79848 -0.61010 -4.71977
H -0.20968 1.34878 -5.48043
H -2.29720 -2.05924 -5.96159
H -3.18775 -3.70797 -7.54167
H -2.02663 -5.89382 -7.88287
H 0.04565 -6.39933 -6.58227
H 0.93186 -4.74994 -4.93918
H -0.58441 -0.28447 -1.88493
H -1.43666 -0.81008 0.38156
H -3.14964 -2.60305 0.64244
H -3.67922 -4.09619 -1.29157
H -2.21481 -4.12356 -3.27846
H 1.97412 -0.88785 -7.10880
H 2.70243 -0.09149 -9.34949
H 3.70541 2.17759 -9.60771
H 4.00096 3.63585 -7.60467
H 3.33234 2.82969 -5.36052
H 3.88598 1.07492 -2.66206
H 4.27280 3.13339 -1.31030
H 2.55370 4.94543 -1.29232
H 0.44766 4.68925 -2.60970
H 0.06597 2.64435 -3.93380
O 0.91272 3.18990 7.79121
S 1.62066 1.93922 7.67604
O 3.04437 1.93431 7.88530
N 1.17990 1.14106 6.32658
C 0.67817 -0.11227 6.52599
O 0.44257 -0.96309 5.64922
C 0.37876 -0.29967 7.97082
C -0.42190 -1.26794 8.58088
C -0.64372 -1.18180 9.96145
C -0.06845 -0.14521 10.73264
C 0.69175 0.85314 10.09515
C 0.87260 0.74348 8.72131
H -0.84517 -2.06233 7.96659
H -1.26211 -1.92695 10.46925
H -0.22078 -0.09066 11.82390
H 1.11732 1.70538 10.63308
*
```

Computed Löwdin charges, given in elementary charges: number 1, Cu, carries 0.54; number 2, C, carries -0.13; number 3, C, carries -0.12; number 4, C, carries -0.21; number 5, C, carries -0.21; number 6, C, carries -0.11; number 7, C, carries -0.11; number 8, C, carries -0.17; number 9, C, carries -0.16; number 10, C, carries 0.00; number 11, H, carries 0.11; number 12, H, carries 0.10; number 13, H, carries 0.10; number 14, H, carries 0.09; number 15, H, carries 0.05; number 16, H, carries 0.12; number 17, H, carries 0.10; number 18, H, carries 0.07; number 19, H, carries 0.09; number 20, H, carries 0.11; number 21, H, carries 0.11; number 22, H, carries 0.11; number 23, H, carries 0.06; number 24, H, carries 0.02; number 25, H, carries 0.03; number 26, P, carries 0.99; number 27, P, carries 0.98; number 28, C, carries -0.34; number 29, C, carries -0.33; number 30, C, carries -0.39; number 31, C, carries -0.10; number 32, C, carries -0.08; number 33, C, carries -0.08; number 34, C, carries -0.08; number 35, C, carries -0.10; number 36, C, carries -0.35; number 37, C, carries -0.24; number 38, C, carries -0.07; number 39, C, carries -0.04; number 40, C, carries -0.03; number 41, C, carries -0.05; number 42, C, carries -0.35; number 43, C, carries -0.11; number 44, C, carries -0.08; number 45, C, carries -0.09; number 46, C, carries -0.08; number 47, C, carries -0.08; number 48, C, carries -0.44; number 49, C, carries -0.12; number 50, C, carries -0.07; number 51, C, carries -0.07; number 52, C, carries -0.07; number 53, C, carries -0.10; number 54, H, carries 0.08; number 55, H, carries 0.09; number 56, H, carries 0.09; number 57, H, carries 0.11; number 58, H, carries 0.11; number 59, H, carries 0.11; number 60, H, carries 0.10; number 61, H, carries 0.11; number 62, H, carries 0.09; number 63, H, carries 0.12; number 64, H, carries 0.12; number 65, H, carries 0.12; number 66, H, carries 0.10; number 67, H, carries 0.11; number 68, H, carries 0.10; number 69, H, carries 0.11; number 70, H, carries 0.10; number 71, H, carries 0.11; number 72, H, carries 0.11; number 73, H, carries 0.11; number 74, H, carries 0.11; number 75, H, carries 0.09; number 76, O, carries -0.33; number 77, S, carries 0.59; number 78, O, carries -0.32; number 79, N, carries -0.09; number 80, C, carries -0.53; number 81, O, carries -0.02; number 82, C, carries -0.15; number 83, C, carries -0.02; number 84, C, carries -0.09; number 85, C, carries -0.08; number 86, C, carries -0.04; number 87, C, carries -0.24; number 88, H, carries 0.11; number 89, H, carries 0.10; number 90, H, carries 0.10; number 91, H, carries 0.12